(1)
Here is C17H16BeF6N4O2S as an isolated structure from the OMol25 dataset. Energies are from ωB97M-V with the def2-TZVPD basis set.

XYZ file:
```
47
Properties=species:S:1:pos:R:3:lowdin_charge:R:1
Be 0.1233 -0.8227 0.0533 0.100
S 4.0788 -1.3599 1.2968 1.013
C 4.2308 -1.3394 -0.4060 -0.428
C 3.0210 -1.2268 -1.0312 -0.214
C 1.9018 -1.1246 -0.1426 -0.156
C 2.3581 -1.1885 1.1516 -0.513
C 1.4062 -1.1983 2.2564 -0.244
C 1.7037 -1.2518 3.6146 -0.017
C 0.6593 -1.3050 4.5204 -0.055
C -0.6532 -1.3118 4.0631 -0.050
C -0.8755 -1.2409 2.7006 -0.069
N 0.1263 -1.1700 1.8243 0.100
H 5.2094 -1.4425 -0.8557 0.062
H 2.9324 -1.2422 -2.1137 0.102
H 2.7359 -1.2673 3.9398 0.105
H 0.8657 -1.3485 5.5838 0.110
H -1.4875 -1.3711 4.7491 0.105
H -1.8710 -1.2359 2.2773 0.121
C 0.6548 4.5311 -0.4262 -0.022
N -0.0079 3.2464 -0.3516 -0.086
C -1.3296 3.0748 0.2152 -0.029
C -1.3554 1.5751 0.4984 -0.439
O -2.3017 0.9840 0.9582 0.087
N -0.1397 1.0350 0.1001 0.173
C 0.6102 2.0473 -0.3414 -0.361
N 1.8686 1.9024 -0.7422 0.250
H -0.0823 5.2899 -0.6756 0.095
H 1.4089 4.5383 -1.2120 0.083
H 1.1298 4.8006 0.5209 0.099
H -2.1119 3.3175 -0.5054 0.140
H -1.4833 3.6579 1.1230 0.139
H 2.2504 0.9657 -0.7394 0.076
H 2.3487 2.6385 -1.2217 0.109
C -3.2833 -1.5081 -1.5080 0.028
C -1.7813 -1.4921 -1.7923 -0.422
O -1.0457 -1.4852 -0.6562 -0.084
C -1.4134 -2.7844 -2.5756 -0.548
F -0.1149 -2.8070 -2.9151 0.156
F -1.6430 -3.8544 -1.7962 0.152
F -2.1309 -2.9593 -3.7043 0.141
C -1.4713 -0.2467 -2.6691 -0.526
F -1.9785 -0.3139 -3.9100 0.158
F -0.1480 -0.0221 -2.7825 0.144
F -2.0053 0.8644 -2.1041 0.135
H -3.5076 -2.4031 -0.9316 0.099
H -3.8696 -1.5103 -2.4282 0.097
H -3.5323 -0.6352 -0.9087 0.085
```

The HOMO energy is -8.137 eV. For the gap between HOMO and LUMO, the calculation gives 8.35 eV. The multiplicity is 1. The relative energy (zero: lowest compared OMol25 entry of this formula, charge and spin) is 2.8 kcal/mol.


(2)
Here is a 2-piece molecular cluster, C7H14N2 overall in a non-equilibrium geometry from the OMol25 dataset. Energies are from ωB97M-V with the def2-TZVPD basis set.

XYZ file:
```
23
Properties=species:S:1:pos:R:3:lowdin_charge:R:1
C 2.9043 2.1758 1.1459 -0.056
C 1.6801 1.3520 1.2991 -0.348
C 1.0234 0.9905 2.4223 -0.111
N -0.2040 0.5022 2.0684 0.059
C -0.1229 0.3076 0.6860 -0.193
N 0.9301 0.8729 0.1931 0.095
H 3.5347 1.6389 0.4177 0.080
H 3.4525 2.2555 2.0758 0.067
H 2.7924 3.1896 0.7580 0.076
H 1.6347 0.9887 3.3166 0.120
H -0.9537 0.3202 2.7097 0.138
H -0.8534 -0.2040 0.0905 0.086
C -2.8100 -0.9994 -2.6245 -0.124
C -1.3431 -1.4849 -2.3546 -0.298
C -1.2655 -2.8778 -1.7495 -0.134
H -3.5126 -1.0609 -1.7898 0.066
H -3.2601 -1.4123 -3.5161 0.054
H -2.6529 0.0493 -2.9284 0.067
H -0.9530 -1.5580 -3.3641 0.098
H -0.9695 -0.7105 -1.7040 0.054
H -1.4910 -2.8499 -0.6684 0.066
H -1.7090 -3.7338 -2.2394 0.067
H -0.1921 -3.0755 -1.5696 0.070
```

The HOMO energy is -8.563 eV. For the gap between HOMO and LUMO, the calculation gives 9.40 eV. The multiplicity is 1. The relative energy (zero: lowest compared OMol25 entry of this formula, charge and spin) is 28.5 kcal/mol.


(3)
Here is C13H23I2LuOP2Te as an isolated structure in a non-equilibrium geometry from the OMol25 dataset. Energies are from ωB97M-V with the def2-TZVPD basis set.

XYZ file:
```
43
Properties=species:S:1:pos:R:3:lowdin_charge:R:1
I -0.0705 -3.4899 -1.9165 -0.008
I -0.1718 0.8493 -4.4592 0.665
Lu -0.1126 -0.5658 -1.8093 0.490
P -2.6388 0.1086 -1.1415 0.576
C -3.2451 0.0561 -2.8743 -0.299
C -3.7135 -1.1349 -0.3873 -0.246
H -4.8050 -0.8875 -0.3899 0.092
H -4.3879 1.4853 -0.1813 0.072
H -3.3304 -1.0833 0.6363 0.032
H -2.7348 2.0764 0.1698 -0.051
H -2.8897 -0.8798 -3.3182 0.040
H -3.5343 -2.1156 -0.8364 0.055
C -3.3902 1.6546 -0.5972 -0.279
H -4.3294 0.1286 -2.9656 0.078
H -3.4681 2.4126 -1.4078 0.085
H -2.7504 0.8661 -3.4237 -0.035
P 2.3422 0.2194 -1.1598 0.603
C 3.0725 0.0135 -2.8222 -0.286
C 3.1946 1.6999 -0.5857 -0.244
H 2.6147 -1.0228 0.7135 0.022
H 4.2872 -0.8573 -0.0037 0.083
H 3.1042 -2.0557 -0.7193 0.049
C 3.2091 -1.0864 -0.2048 -0.243
H 2.4853 2.0975 0.1504 0.001
H 4.1625 1.4251 -0.1427 0.070
H 4.1640 0.0302 -2.8301 0.077
H 2.6220 0.7986 -3.4431 -0.008
H 3.3262 2.4629 -1.3824 0.083
H 2.7114 -0.9594 -3.1819 0.041
C -0.1448 2.1078 -2.3773 -0.630
O -0.1945 3.2710 -2.3353 0.018
Te -0.3607 1.1476 0.8629 1.282
C 0.0964 -0.0513 2.6368 -0.513
C -0.4064 -1.3532 2.8784 -0.107
C -0.1349 -1.9591 4.0995 -0.028
C 0.6696 -1.3404 5.0722 0.013
C 1.2678 -0.0941 4.7845 -0.023
C 1.0024 0.5486 3.5551 -0.123
H -1.0408 -1.8318 2.1363 0.101
H -0.6145 -2.9011 4.2890 0.122
H 0.8145 -1.7474 6.0677 0.132
H 1.8834 0.4211 5.5422 0.134
H 1.4394 1.5358 3.3014 0.107
```

The HOMO energy (alpha / beta) is -14.741 / -14.255 eV. For the gap between HOMO and LUMO (alpha / beta), the calculation gives 4.63 / 3.39 eV. The multiplicity is 1. Its net charge is +2. The relative energy (zero: lowest compared OMol25 entry of this formula, charge and spin) is 17.5 kcal/mol.


(4)
Here is C37H32Br2GeOSiV as an isolated structure from the OMol25 dataset. Energies are from ωB97M-V with the def2-TZVPD basis set.

XYZ file:
```
75
Properties=species:S:1:pos:R:3:lowdin_spin:R:1
V -0.4017 0.2633 0.3640 1.089
Br -1.1912 0.3387 -1.9659 0.007
C 1.5274 0.7170 0.0790 -0.045
Br 1.5868 -0.3205 1.7137 -0.004
H 1.8016 1.7477 0.3025 -0.002
H 2.1054 0.2501 -0.7126 0.001
C -3.8964 -4.2541 -4.1428 0.000
C -3.5883 -4.6805 -2.8592 0.000
C -3.2876 -3.7495 -1.8754 0.000
C -3.3037 -2.3886 -2.1808 0.005
C -3.6173 -1.9627 -3.4729 0.001
C -3.9097 -2.8989 -4.4509 0.000
Ge -2.9656 -1.1063 -0.8079 0.009
C -4.3028 0.1588 -0.3018 0.000
C -4.2508 0.8855 0.8916 0.000
C -5.2488 1.7932 1.2018 0.000
C -6.3039 1.9858 0.3195 0.000
C -6.3724 1.2599 -0.8625 0.000
C -5.3813 0.3420 -1.1719 0.000
C -1.6727 -1.7117 0.5551 0.008
C -0.6661 -2.5896 0.0779 -0.003
C 0.0221 -3.4186 0.9442 0.003
C -0.2644 -3.3837 2.3073 -0.005
C -1.2242 -2.5110 2.8068 0.003
C -1.9354 -1.6923 1.9409 -0.002
H -4.1266 -4.9810 -4.9100 0.000
H -3.5825 -5.7362 -2.6241 0.000
H -3.0524 -4.0946 -0.8744 0.000
H -3.6221 -0.9086 -3.7272 0.000
H -4.1476 -2.5725 -5.4543 0.000
H -3.4319 0.7681 1.5901 0.000
H -5.1969 2.3535 2.1265 0.000
H -7.0823 2.6988 0.5568 0.000
H -7.2042 1.4025 -1.5389 0.000
H -5.4579 -0.2377 -2.0841 0.000
H -0.4617 -2.6407 -0.9877 0.000
H 0.7688 -4.1021 0.5625 0.000
H 0.2625 -4.0450 2.9831 0.000
H -1.4414 -2.4915 3.8666 0.000
H -2.7231 -1.0623 2.3364 0.000
O -1.1315 1.5954 0.9709 -0.058
Si -1.2355 3.1809 1.7746 -0.004
C -1.7384 2.6786 3.4893 -0.001
C -2.1680 3.6513 4.3989 0.000
C -2.5400 3.3110 5.6907 0.000
C -2.4864 1.9874 6.1039 0.000
C -2.0472 1.0086 5.2243 0.000
C -1.6769 1.3556 3.9332 0.001
C -2.4799 4.0986 0.7717 -0.001
C -2.8389 3.6581 -0.5064 0.000
C -3.7821 4.3412 -1.2584 0.000
C -4.3870 5.4781 -0.7414 0.000
C -4.0380 5.9355 0.5224 0.000
C -3.0920 5.2529 1.2720 0.000
C 0.5145 3.7339 1.6348 -0.001
C 1.4565 3.3562 2.5994 -0.001
C 2.8016 3.6535 2.4254 0.000
C 3.2184 4.3316 1.2866 0.000
C 2.2946 4.7185 0.3223 0.000
C 0.9505 4.4223 0.4962 0.000
H -2.2077 4.6950 4.1112 0.000
H -2.8687 4.0805 6.3761 0.000
H -2.7770 1.7217 7.1114 0.000
H -1.9888 -0.0219 5.5516 0.000
H -1.3184 0.5725 3.2728 0.001
H -2.3860 2.7679 -0.9259 0.000
H -4.0435 3.9878 -2.2475 0.000
H -5.1239 6.0145 -1.3246 0.000
H -4.4990 6.8277 0.9243 0.000
H -2.8356 5.6424 2.2497 0.000
H 1.1340 2.8429 3.4995 0.000
H 3.5221 3.3751 3.1833 0.000
H 4.2649 4.5748 1.1575 0.000
H 2.6212 5.2635 -0.5534 0.000
H 0.2319 4.7431 -0.2510 0.000
```

The HOMO energy (alpha / beta) is -14.037 / -14.038 eV. For the gap between HOMO and LUMO (alpha / beta), the calculation gives 6.71 / 7.07 eV. The multiplicity is 2. Its net charge is +2.